No. 1
A cluster of 2 separate species, C4H8S2 in total, computed with the ωB97M-V functional and the def2-TZVPD basis.

The geometry in XYZ format:
```
14
Properties=species:S:1:pos:R:3
C -1.6828 0.0363 1.7024
C -1.4798 -0.7953 0.6861
C -0.9792 -0.3738 -0.6152
C -0.6961 -1.2196 -1.6040
H -1.5936 1.1057 1.5563
H -2.0089 -0.3167 2.6690
H -1.6515 -1.8564 0.8311
H -0.9484 0.6854 -0.8345
H -0.3642 -0.7887 -2.5345
H -0.8251 -2.2892 -1.4865
S 4.0282 1.2641 0.4222
S 1.9623 1.3219 0.1928
H 4.2984 0.6406 -0.7339
H 1.9408 2.5856 -0.2512
```

Properties
Kohn-Sham gap = 9.301 eV
relative energy (zero: lowest compared OMol25 entry of this formula, charge and spin) = 39.6 kcal/mol
strongest force on any atom = 0.0167 hartree/bohr
SMILES = C=CC=C.SS

Mulliken population analysis, charges in e, atoms 1 to 5:
1. C -0.799
2. C -0.081
3. C 0.111
4. C -0.889
5. H 0.224



No. 2
A structure of composition C11H26O11S2V in a non-equilibrium geometry, computed with the ωB97M-V functional and the def2-TZVPD basis.

The geometry in XYZ format:
```
51
Properties=species:S:1:pos:R:3
O -1.6230 1.6377 -0.6339
V -0.0811 2.0153 -0.4232
O 0.7446 0.9015 0.4082
C -2.2369 3.4294 1.9560
C -0.8560 4.0757 1.9920
C -0.2209 3.8394 3.3570
O -0.0905 3.5730 0.9492
H -3.0426 3.9315 2.5055
H -2.1030 2.4094 2.3209
H -2.6197 3.4316 0.9341
H -0.8963 5.1672 1.8352
H 0.7219 4.3782 3.4808
H -0.0690 2.7757 3.5574
H -0.8680 4.2102 4.1614
C 2.0145 2.7038 -3.9919
C 1.3533 2.4677 -2.6571
O 0.3846 1.6550 -2.5989
O 1.6455 3.0991 -1.6203
H 2.7007 3.5462 -3.9263
H 1.2250 3.0620 -4.6579
H 2.4507 1.8088 -4.4256
O -0.4165 -0.0166 4.7781
S 0.8307 -0.7130 4.6815
O 1.4000 -1.3551 5.8232
O 0.6914 -1.8321 3.5477
C -0.3135 -1.5977 2.5240
C 0.1195 -2.4173 1.3200
C 2.0218 0.3640 3.8990
H -0.2761 -0.5549 2.2313
H -1.2533 -2.0040 2.8882
H -0.2057 -3.4601 1.3423
H 1.1985 -2.3944 1.1710
H -0.3123 -1.9966 0.4125
H 1.7693 1.4081 4.0425
H 2.0751 0.0442 2.8614
H 2.9790 0.1266 4.3619
O -1.6454 -1.2350 -2.9096
S -0.3089 -1.6752 -2.6759
O 0.5309 -1.0512 -1.7229
O -0.3355 -3.2698 -2.3808
C -1.0755 -4.0638 -3.3377
C -1.5330 -5.2819 -2.5651
C 0.5803 -1.6622 -4.2214
H -0.3878 -4.2611 -4.1624
H -1.9358 -3.5418 -3.7592
H -2.4148 -5.1179 -1.9513
H -0.7162 -5.6855 -1.9707
H -1.8230 -6.0453 -3.2957
H 1.4481 -2.3074 -4.1298
H 0.9116 -0.6283 -4.3204
H -0.1368 -1.8933 -5.0039
```

Properties
Kohn-Sham gap = 7.526 eV
relative energy (zero: lowest compared OMol25 entry of this formula, charge and spin) = 0.0 kcal/mol
strongest force on any atom = 0.0512 hartree/bohr
charge = -1

Mulliken population analysis, charges in e, atoms 1 to 5:
1. O -0.696
2. V 1.362
3. O -0.654
4. C -1.264
5. C 0.625



No. 3
A structure of composition C34H35CeN2O2P2 in a non-equilibrium geometry, computed with the ωB97M-V functional and the def2-TZVPD basis.

The geometry in XYZ format:
```
76
Properties=species:S:1:pos:R:3
Ce -0.0484 0.3837 -0.3771
N 2.2988 0.8363 0.3976
C 2.9583 0.8290 1.7018
C 4.3533 0.7531 1.9300
C 4.8440 0.7817 3.2141
C 3.9241 0.8787 4.2717
C 2.5705 0.9561 4.1111
C 2.1034 0.8965 2.7976
P 0.3389 0.9618 2.3902
C -0.5927 1.7968 3.6930
C -0.7447 1.1103 4.8725
C -1.5131 1.6210 5.9592
C -2.0885 2.8951 5.8070
C -1.8444 3.6114 4.6339
C -1.0661 3.1405 3.5511
C -0.2197 -0.7401 2.1861
C 0.6713 -1.7696 2.0516
C 0.1192 -3.0657 1.8346
C -1.1993 -3.3011 1.5886
C -2.1480 -2.2051 1.6878
C -1.6101 -0.9667 2.0008
H 3.0682 0.3352 -0.1966
H 2.4299 1.7984 0.0738
H 5.0326 0.6503 1.1344
H 5.8949 0.6010 3.4228
H 4.2955 0.9078 5.3011
H 1.8928 1.2239 4.9164
H -0.4807 0.0252 4.9860
H -1.7567 1.1136 6.8684
H -2.7312 3.2716 6.6001
H -2.2761 4.6015 4.6107
H -0.8529 3.7080 2.6744
H 1.7362 -1.6947 2.1312
H 0.8423 -3.9241 1.9179
H -1.6729 -4.2817 1.3875
H -3.1349 -2.2935 1.5228
H -2.3096 -0.2010 2.1677
N -2.2393 1.5168 -0.0218
C -2.8034 2.3422 -1.1708
C -1.7954 3.3893 -1.5721
C -0.5453 2.6321 -1.5497
O 0.3642 2.7674 -0.6779
O -0.5101 1.5614 -2.2906
H -2.8776 0.7529 0.1940
H -2.0796 2.0743 0.8330
H -3.7758 2.6987 -0.7882
H -3.0090 1.6361 -1.8938
H -1.7226 4.2817 -0.9364
H -1.9912 3.7568 -2.5810
C -0.9834 -3.5465 -2.1154
P -0.8334 -1.7307 -2.3617
C -1.4413 -1.3943 -4.0195
C -0.8043 -2.0058 -5.1521
C -1.4502 -1.8419 -6.4044
C -2.4547 -0.8560 -6.5108
C -3.0758 -0.3318 -5.4144
C -2.5885 -0.6150 -4.1347
C 1.0409 -1.4641 -2.2780
C 1.8745 -2.2616 -1.4488
C 3.2984 -2.0751 -1.4810
C 3.8185 -1.1990 -2.4200
C 2.9749 -0.3996 -3.2502
C 1.6044 -0.6026 -3.2224
H -0.4935 -4.0454 -2.9664
H -2.0313 -3.8717 -2.0976
H -0.5038 -4.0121 -1.2404
H -0.1045 -2.7764 -4.9849
H -1.1538 -2.4484 -7.2624
H -2.7064 -0.6485 -7.5457
H -3.8902 0.3176 -5.5622
H -2.9438 -0.0537 -3.2934
H 1.4553 -2.9868 -0.7751
H 3.9210 -2.6839 -0.8900
H 4.9139 -1.2097 -2.5364
H 3.4386 0.1630 -4.0144
H 1.0198 -0.0750 -3.9840
```

Properties
Kohn-Sham gap (alpha / beta) = 5.504 / 5.571 eV
strongest force on any atom = 0.1100 hartree/bohr
charge = +3

Mulliken population analysis, charges in e, atoms 1 to 5:
1. Ce -0.037
2. N -0.147
3. C 0.161
4. C -0.410
5. C -0.951



No. 4
The molecule HNOS2 in a non-equilibrium geometry, computed with the ωB97M-V functional and the def2-TZVPD basis.

The geometry in XYZ format:
```
5
Properties=species:S:1:pos:R:3
N -0.9753 -0.8774 -1.0049
O -0.9502 0.0651 -1.7484
S 1.2634 0.3852 1.6096
S -0.3530 -0.8418 0.4846
H 1.0151 1.2689 0.6590
```

Properties
Kohn-Sham gap = 7.857 eV
relative energy (zero: lowest compared OMol25 entry of this formula, charge and spin) = 27.6 kcal/mol
strongest force on any atom = 0.0849 hartree/bohr
SMILES = O=NSS

Okay, here come the Mulliken numbers, in e, for every atom:
1. N 0.221
2. O -0.320
3. S -0.189
4. S 0.117
5. H 0.172



No. 5
The molecule C5H4N4S in a non-equilibrium geometry, computed with the ωB97M-V functional and the def2-TZVPD basis.

The geometry in XYZ format:
```
14
Properties=species:S:1:pos:R:3
C 1.0538 -0.2860 -0.0464
C 0.9265 2.0400 -0.0493
C -0.9765 0.9543 -0.1026
C -2.3974 -1.0291 -0.0350
C -0.3742 -0.3119 -0.1438
H 1.4834 -2.3418 0.1311
H 2.8222 -1.2312 0.3173
H 1.4767 3.0150 0.0737
H -3.2148 -1.7634 0.0398
N 1.8010 -1.3964 -0.0399
N 1.6539 0.9271 -0.0042
N -0.3813 2.1310 -0.0698
N -1.1580 -1.4162 -0.0930
S -2.7152 0.7085 0.0220
```

Properties
Kohn-Sham gap = 9.386 eV
relative energy (zero: lowest compared OMol25 entry of this formula, charge and spin) = 9.0 kcal/mol
strongest force on any atom = 0.0806 hartree/bohr
SMILES = Nc1ncnc2scnc12

Mulliken population analysis, charges in e, atoms 1 to 5:
1. C 0.299
2. C -0.097
3. C 0.589
4. C -0.057
5. C 0.361



No. 6
A cluster of 2 separate species, C19H30N4O10 in total in a non-equilibrium geometry, computed with the ωB97M-V functional and the def2-TZVPD basis.

The geometry in XYZ format:
```
63
Properties=species:S:1:pos:R:3
O -0.7240 -1.5453 -7.1711
O 1.5519 -0.7730 6.1123
O -1.2587 0.3414 -1.6983
O 1.5127 -2.6472 -3.3960
O -0.7547 -1.2637 -0.3212
O 0.6093 -1.3105 8.1322
O -1.7560 -0.4983 1.8114
O 1.9626 4.0194 3.2478
O 1.7367 3.4494 0.3210
O -0.6421 2.3870 -0.4465
C -0.3937 -0.4330 -6.7864
C 0.6553 -0.6618 6.9428
C -1.1426 -0.8821 -1.4467
C 0.9573 -2.2549 -4.4174
C -1.2760 1.0318 4.3126
C -0.3761 1.0446 5.3491
C 0.4672 2.1628 3.5848
N 0.7039 1.7850 4.8949
N 1.1811 -2.8476 -5.5950
N -0.0252 -0.1436 -5.5395
N -0.7288 1.7457 3.2404
C 1.6275 -2.3080 8.3262
C -0.3848 0.7247 -7.7549
C -0.4864 0.3217 6.6727
C 2.0743 -3.9853 -5.7953
C -2.2988 0.7914 1.5192
C -1.5511 -1.9251 -2.5019
C 1.4364 2.8309 2.6459
C 0.7515 3.1846 1.3226
C -0.1593 2.0367 0.8560
C -1.3068 1.9105 1.8802
C -1.4175 -1.4206 -3.9498
C 0.0179 -1.0296 -4.3541
H -1.2934 -0.8653 0.9835
H 2.5078 4.4901 2.5862
H 1.2948 3.3419 -0.5496
H -0.9278 1.5510 -0.9601
H -2.2180 0.4888 4.2825
H 1.6034 1.8755 5.3690
H 0.6331 -2.5166 -6.3822
H 0.1988 0.8205 -5.3601
H 1.4982 -2.7830 9.3034
H 1.5660 -3.0856 7.5566
H 2.6271 -1.8609 8.2931
H -1.1022 1.4728 -7.4227
H -0.6674 0.3613 -8.7419
H 0.6134 1.1559 -7.7939
H -1.4230 -0.2393 6.7067
H -0.5064 1.0526 7.4837
H 3.0719 -3.7356 -5.4304
H 1.7015 -4.8439 -5.2343
H 2.1270 -4.2388 -6.8542
H -3.2176 0.9293 2.0970
H -2.5791 0.8507 0.4619
H -2.5961 -2.1951 -2.3346
H -0.9584 -2.8331 -2.3786
H 2.2510 2.1265 2.4363
H 0.1298 4.0766 1.4653
H 0.4033 1.0944 0.8003
H -1.8676 2.8490 1.8557
H -1.7756 -2.1997 -4.6241
H -2.0725 -0.5561 -4.0714
H 0.4148 -0.4218 -3.5411
```

Properties
Kohn-Sham gap = 8.512 eV
strongest force on any atom = 0.0390 hartree/bohr

Mulliken population analysis, charges in e, atoms 1 to 5:
1. O -0.726
2. O -0.565
3. O -0.797
4. O -0.682
5. O -0.834



No. 7
A cluster of 14 separate species, H28O14 in total in a non-equilibrium geometry, computed with the ωB97M-V functional and the def2-TZVPD basis.

The geometry in XYZ format:
```
42
Properties=species:S:1:pos:R:3
O 2.4668 -1.4403 -2.1428
H 1.9368 -1.9243 -2.7748
H 1.9318 -0.7493 -1.7648
O 0.8938 2.5907 -0.9868
H 1.1488 3.5387 -1.1248
H 0.5518 2.3457 -1.8758
O 3.1478 1.1577 -1.2288
H 3.3388 1.5537 -2.0898
H 2.3238 1.5587 -0.9438
O -2.4642 0.5027 -2.4488
H -2.3222 1.3607 -2.0488
H -3.1772 0.2487 -1.9398
O -1.8452 1.3717 0.4522
H -1.9162 2.1717 0.9292
H -2.0582 0.7447 1.1472
O -1.5622 3.8067 -0.9158
H -0.8162 3.2807 -0.6318
H -1.1682 4.3177 -1.6328
O 0.1538 -2.3213 2.4982
H 0.4828 -3.1503 2.8692
H 0.9168 -1.9883 2.0042
O -2.1652 -0.6543 2.1022
H -1.3462 -1.1323 2.2092
H -2.7762 -1.0193 2.6732
O 0.1388 1.0397 2.8622
H 0.0988 1.8447 2.4052
H 0.6788 0.5847 2.2272
O -3.5972 -1.0023 -0.6068
H -3.8682 -1.9183 -0.5798
H -2.7312 -0.9713 -0.2378
O 2.1208 -2.7853 0.2912
H 3.0378 -3.0773 0.2672
H 2.0728 -2.3883 -0.5928
O 2.6078 0.2687 1.8212
H 2.3308 -0.0653 0.9962
H 3.1468 -0.3503 2.3422
O -1.0232 -2.1983 -0.4898
H -1.1272 -2.1603 -1.4318
H -0.3022 -2.8093 -0.3848
O 0.6458 -0.0853 -0.3968
H 0.0868 0.6737 -0.4748
H 0.0078 -0.7703 -0.3528
```

Properties
Kohn-Sham gap = 10.019 eV
relative energy (zero: lowest compared OMol25 entry of this formula, charge and spin) = 37.4 kcal/mol
strongest force on any atom = 0.0693 hartree/bohr

Mulliken population analysis, charges in e, atoms 1 to 5:
1. O -0.715
2. H 0.313
3. H 0.448
4. O -0.907
5. H 0.304



No. 8
A structure of composition C19H49AlBr3FN6O8P2 in a non-equilibrium geometry, computed with the ωB97M-V functional and the def2-TZVPD basis.

The geometry in XYZ format:
```
89
Properties=species:S:1:pos:R:3
Al -2.1689 -0.3231 0.5564
F 0.0816 1.3243 0.3965
C 3.6596 3.0086 0.5404
Br 4.3724 3.6451 2.2089
Br 4.9639 1.9067 -0.3619
Br 3.0525 4.4217 -0.5979
H 2.7828 2.4084 0.7234
O -0.0261 -1.6790 1.8468
P 1.0776 -2.4205 2.4595
N 0.6395 -3.3350 3.7529
C 1.3792 -4.5162 4.1456
C -0.1601 -2.6097 4.7709
N 2.2674 -1.4180 3.0441
C 2.7269 -0.4101 2.1485
C 3.2452 -1.8999 4.0010
N 1.7850 -3.4938 1.4149
C 0.8920 -4.5273 0.8025
C 2.8000 -3.0096 0.4891
H 0.7058 -5.3786 4.3206
H 1.8143 -4.3849 5.1497
H 2.1037 -4.8620 3.4189
H -0.3312 -3.2627 5.6210
H -1.1251 -2.3367 4.3437
H 0.3805 -1.6960 5.0716
H 1.8809 0.0223 1.5928
H 3.1721 0.4063 2.7256
H 3.4595 -0.7651 1.4170
H 2.7730 -2.3948 4.8444
H 3.9489 -2.6087 3.5369
H 3.8101 -1.0657 4.4148
H 1.4759 -5.3801 0.4757
H 0.1157 -4.8314 1.5158
H 0.2879 -4.0708 -0.0054
H 3.7112 -2.7841 1.0527
H 2.5271 -2.0946 -0.0525
H 3.0263 -3.7910 -0.2256
O -2.0152 1.3243 -1.9349
P -1.8383 2.1092 -3.1530
N -0.9604 1.4045 -4.3684
C -0.4218 2.1984 -5.4555
C -1.1735 -0.0108 -4.6090
N -1.2118 3.6167 -2.8877
C 0.2422 3.7195 -2.5921
C -2.0246 4.5894 -2.1802
N -3.3049 2.4499 -3.9078
C -3.4876 3.4743 -4.9251
C -4.4947 1.6885 -3.5067
H 0.6671 2.2289 -5.4351
H -0.8685 3.1959 -5.4739
H -0.7667 1.7893 -6.4153
H -0.2231 -0.5389 -4.5571
H -1.6005 -0.1272 -5.6044
H -1.8509 -0.3943 -3.8514
H 0.8403 3.1726 -3.3044
H 0.4383 4.7899 -2.5612
H 0.4081 3.3492 -1.5555
H -3.0537 4.6983 -2.5402
H -2.1196 4.2508 -1.1316
H -1.6064 5.5923 -2.2113
H -3.2781 3.0690 -5.9165
H -4.5242 3.8102 -4.8636
H -2.8885 4.3469 -4.6633
H -4.2548 0.9019 -2.7937
H -4.9858 1.2821 -4.3938
H -5.1706 2.3607 -2.9472
C -0.6442 -3.9775 -2.8799
O 0.3165 -2.9590 -3.0090
C 0.2285 -1.9579 -2.1719
O -0.6267 -1.7954 -1.4106
O 1.2155 -1.1635 -2.3399
C 1.2704 -0.0405 -1.4728
H -1.5629 -3.6299 -3.3534
H -0.8251 -4.2826 -1.8596
H -0.2820 -4.8038 -3.4791
H 2.3198 0.1789 -1.3447
H 0.7849 -0.2425 -0.5112
H 0.6939 0.7724 -1.9046
C 0.4454 2.3578 3.3661
O -0.4019 2.1609 4.5180
C -1.2077 1.1531 4.4467
O -1.4292 0.5492 3.4504
O -1.7663 0.9770 5.6242
C -2.8206 -0.0178 5.7428
H 1.1200 3.1603 3.6530
H -0.1897 2.7124 2.5617
H 1.0292 1.4727 3.1622
H -3.4271 -0.0865 4.8448
H -3.4129 0.3254 6.5849
H -2.4070 -0.9983 5.9626
```

Properties
Kohn-Sham gap = 1.975 eV
strongest force on any atom = 0.1268 hartree/bohr
charge = +2

Mulliken population analysis, charges in e, atoms 1 to 5:
1. Al 0.957
2. F -0.705
3. C 0.938
4. Br -0.037
5. Br -0.054



No. 9
The ion C14H20N3 with charge +1 in a non-equilibrium geometry, computed with the ωB97M-V functional and the def2-TZVPD basis.

The geometry in XYZ format:
```
37
Properties=species:S:1:pos:R:3
C 3.5360 0.8427 3.6011
H 4.3876 1.4405 3.2882
H 3.2400 1.1648 4.5952
H 3.8483 -0.1973 3.6570
C 2.3780 1.0079 2.6227
C 2.7731 0.5394 1.2208
C 1.7340 0.8763 0.1609
H 1.5939 1.9596 0.1109
H 2.0370 0.5065 -0.8208
N 0.3851 0.3019 0.4662
H 0.2577 0.4273 1.4797
C 0.1737 -1.0823 0.0468
C 0.8076 -2.2290 0.4649
C 0.4198 -3.4257 -0.1277
C -0.5705 -3.4557 -1.0978
C -1.2243 -2.3015 -1.5046
C -0.8450 -1.1100 -0.9133
N -1.3259 0.1727 -1.0825
C -0.6688 1.0401 -0.2651
N -0.8246 2.2744 -0.1007
C -1.8839 2.9063 -0.8540
H -1.4276 3.3874 -1.7240
C -2.9773 1.9202 -1.2765
H -3.5325 1.6090 -0.3894
C -2.3722 0.6822 -1.9442
H -1.9473 0.9376 -2.9214
H -3.1291 -0.0919 -2.0838
H -3.6697 2.4037 -1.9623
H -2.2943 3.6933 -0.2191
H -2.0005 -2.3341 -2.2508
H -0.8467 -4.3983 -1.5425
H 0.8978 -4.3418 0.1773
H 1.5682 -2.2185 1.2276
H 2.9872 -0.5298 1.2295
H 3.6952 1.0452 0.9297
H 1.5281 0.4284 3.0011
H 2.0845 2.0592 2.5868
```

Properties
Kohn-Sham gap = 9.248 eV
relative energy (zero: lowest compared OMol25 entry of this formula, charge and spin) = 0.0 kcal/mol
strongest force on any atom = 0.0305 hartree/bohr
SMILES = CCCC[N@H+]1C2=NCCCN2c2ccccc21
charge = +1

Mulliken population analysis, charges in e, atoms 1 to 5:
1. C -1.411
2. H 0.368
3. H 0.382
4. H 0.351
5. C -0.165